The following is a quantum chemistry calculation of the molecule C23H25N3O6S, from OMol25.

Properties
Orbital gap in eV: 9.1386
SMILES: CCOC(=O)c1cccc(NC(=O)CN(c2ccc(C)cc2)S(=O)(=O)c2c(C)noc2C)c1
Net charge: 0
LUMO level in eV: 0.5333
Calculated total energy in a.u.: -1905.3458
Highest occupied orbital energy in eV: -8.605

```
58
Properties=species:S:1:pos:R:3:forces:R:3
C -7.34689 -2.40778 0.24155 0.3 0.2 -0.2
C -6.42759 -2.09172 -0.92977 -0.5 -0.2 -0.1
O -5.40614 -1.17076 -0.55375 0.3 0.0 0.1
C -5.71846 0.12862 -0.57903 -0.3 0.1 -0.2
O -6.79170 0.55502 -0.93376 0.1 -0.1 0.1
C -4.58842 0.98943 -0.14336 0.3 0.4 0.1
C -4.72961 2.36904 -0.26483 -0.1 -0.2 0.0
C -3.69654 3.20051 0.12762 0.0 0.0 0.0
C -2.53074 2.66347 0.63996 0.0 -0.2 0.0
C -2.38621 1.28101 0.76936 -0.3 0.1 -0.1
N -1.17861 0.81014 1.28789 0.1 0.4 0.1
C -0.82953 -0.45523 1.61693 0.4 0.0 0.2
O -1.52906 -1.43932 1.53987 -0.1 -0.2 0.0
C 0.62486 -0.52072 2.11201 -0.5 -0.1 0.3
N 1.51253 -0.03151 1.06404 0.6 0.8 0.0
C 2.46108 -0.94341 0.51880 0.3 -0.6 -0.4
C 3.43892 -1.53284 1.30820 -0.1 0.0 0.0
C 4.38473 -2.35884 0.72923 0.0 0.0 0.0
C 4.37639 -2.60824 -0.63823 0.0 0.1 0.0
C 5.39528 -3.51201 -1.26051 0.0 -0.1 0.0
C 3.38790 -2.01538 -1.41606 0.0 0.0 0.0
C 2.43668 -1.18951 -0.84726 0.0 -0.1 0.1
S 2.21653 1.45804 1.37297 0.4 0.0 -0.7
O 1.14094 2.36132 1.68823 -0.1 0.1 0.0
O 3.29337 1.37196 2.31666 0.0 -0.1 -0.1
C 2.85975 1.83294 -0.21856 0.3 0.0 0.3
C 2.11572 2.22529 -1.36948 0.4 -0.1 0.1
C 0.65798 2.45847 -1.45161 -0.1 0.1 -0.2
N 2.92239 2.35274 -2.38545 -1.3 0.3 -0.5
O 4.17859 2.05603 -1.96067 0.8 -0.3 0.9
C 4.15349 1.73758 -0.66363 -0.5 0.0 0.5
C 5.40125 1.34884 0.02454 0.1 0.0 -0.2
C -3.42059 0.44032 0.37520 -0.1 -0.1 0.0
H -7.87603 -1.50927 0.54956 -0.1 0.0 0.0
H -8.07220 -3.15986 -0.05564 -0.1 -0.1 0.0
H -6.76691 -2.78241 1.08149 0.0 -0.1 0.1
H -5.89500 -2.98459 -1.26402 0.0 0.1 0.0
H -7.00334 -1.66584 -1.75867 0.2 -0.1 0.1
H -5.64962 2.76473 -0.66585 -0.1 0.0 0.0
H -3.79887 4.27134 0.03667 0.0 0.1 0.0
H -1.72177 3.30684 0.95543 0.1 0.1 0.0
H -0.47191 1.52690 1.45542 -0.2 -0.2 0.0
H 0.73561 0.10083 3.00676 -0.1 -0.2 0.1
H 0.86294 -1.55688 2.36230 0.0 0.2 -0.1
H 3.46545 -1.32541 2.36688 0.0 0.0 0.1
H 5.14548 -2.81098 1.34871 0.1 0.0 0.1
H 4.99602 -4.52379 -1.33334 0.0 -0.1 0.0
H 5.64648 -3.17958 -2.26501 0.1 0.0 -0.1
H 6.30125 -3.55022 -0.66080 0.1 0.0 0.0
H 3.36340 -2.20090 -2.47969 0.0 0.0 -0.1
H 1.67006 -0.73495 -1.45550 -0.1 0.1 -0.1
H 0.12050 1.53236 -1.25334 -0.1 -0.1 0.0
H 0.36260 3.18242 -0.69567 -0.1 0.0 0.0
H 0.39985 2.82488 -2.44060 -0.1 0.0 0.0
H 6.19641 2.05109 -0.21637 0.1 0.0 0.0
H 5.22277 1.32886 1.09589 0.1 0.0 0.0
H 5.70960 0.35793 -0.30823 0.0 -0.1 0.0
H -3.32105 -0.62702 0.47656 0.0 0.0 0.0
```
Forces are in eV/Å.



The following is a quantum chemistry calculation of the molecule C23H25N3O6S, from OMol25.

Properties
Orbital gap in eV: 8.1084
SMILES: CCOc1ccc(NS(=O)(=O)c2ccc3[nH]cc(C(=O)NC[C@@H]4CCCO4)c(=O)c3c2)cc1
Net charge: 0
LUMO level in eV: -0.2890
Calculated total energy in a.u.: -1905.3788
Highest occupied orbital energy in eV: -8.397

```
58
Properties=species:S:1:pos:R:3:forces:R:3
C 3.87245 7.53683 -1.44621 0.0 -0.5 0.1
C 4.18881 6.04955 -1.46807 0.1 0.2 -0.3
O 3.52105 5.45236 -0.37322 -0.1 0.0 0.2
C 3.70130 4.12553 -0.13575 0.0 -0.2 0.1
C 3.07658 3.61957 1.00550 0.1 0.2 -0.1
C 3.18752 2.28627 1.33616 0.1 -0.1 -0.1
C 3.93831 1.42422 0.54058 0.1 0.7 -0.4
N 4.07459 0.06899 0.86928 0.1 -1.0 -0.2
S 3.74913 -1.10480 -0.28372 -0.3 0.1 0.4
O 3.68021 -2.33930 0.43209 -0.2 0.1 0.2
O 4.66878 -0.97412 -1.37012 -0.2 0.3 -0.1
C 2.11552 -0.62450 -0.84383 0.6 -0.3 0.2
C 1.99563 0.20268 -1.95450 -0.2 0.1 -0.2
C 0.75140 0.64193 -2.34271 0.0 0.0 0.0
C -0.38411 0.25404 -1.61977 0.5 -0.3 0.4
N -1.63174 0.66885 -2.00041 -0.2 0.2 -0.3
C -2.73457 0.27542 -1.33441 -0.1 -0.1 0.2
C -2.70281 -0.52184 -0.23285 0.0 0.0 -0.1
C -4.03513 -0.87480 0.35915 0.2 0.1 0.0
O -5.07138 -0.52423 -0.18577 -0.3 0.1 -0.2
N -3.98165 -1.57046 1.50420 0.2 -0.3 0.2
C -5.15754 -2.05995 2.17388 -0.4 -0.3 0.2
C -5.33630 -3.57798 1.97474 0.4 0.3 -0.1
C -5.60600 -3.93713 0.49839 0.0 0.0 0.1
C -6.88181 -4.78006 0.55974 0.0 0.0 0.3
C -7.52263 -4.27020 1.84930 -0.2 -0.1 -0.3
O -6.44112 -4.04692 2.73049 0.1 0.0 0.2
C -1.43314 -0.99816 0.29210 -0.1 0.2 -0.2
O -1.30541 -1.69082 1.29810 0.2 -0.1 0.1
C -0.25778 -0.57838 -0.49387 0.2 0.1 -0.2
C 1.01761 -1.00833 -0.11699 -0.1 -0.1 0.0
C 4.56401 1.92494 -0.59300 0.0 0.0 0.2
C 4.44416 3.26096 -0.93373 -0.1 0.3 -0.1
H 4.21369 7.97392 -0.51206 0.0 0.1 0.1
H 4.36899 8.03278 -2.27522 0.0 0.1 -0.1
H 2.79994 7.68995 -1.52782 -0.1 0.1 0.0
H 3.84353 5.60217 -2.41100 0.1 0.0 0.1
H 5.27234 5.89131 -1.38034 -0.1 -0.1 0.0
H 2.50531 4.29662 1.62032 -0.1 0.1 0.1
H 2.70049 1.90915 2.22385 -0.1 0.0 0.1
H 3.67869 -0.19162 1.75990 0.0 -0.2 0.1
H 2.88644 0.47003 -2.49850 0.0 0.1 -0.1
H 0.63802 1.28115 -3.20584 0.0 0.1 -0.1
H -1.71628 1.26826 -2.80978 0.0 -0.1 0.2
H -3.69240 0.61744 -1.70266 0.0 0.0 0.0
H -3.06579 -1.86400 1.83562 0.0 0.2 -0.2
H -5.08472 -1.85195 3.24508 0.0 0.0 -0.1
H -6.02067 -1.53050 1.76282 0.0 -0.1 0.1
H -4.44588 -4.08835 2.36339 -0.1 0.0 -0.1
H -4.77215 -4.47760 0.05535 0.0 0.0 -0.1
H -5.77570 -3.02764 -0.07739 0.0 0.0 0.0
H -7.52299 -4.64341 -0.30744 0.0 0.0 -0.1
H -6.63805 -5.83794 0.66196 -0.1 0.0 0.0
H -8.19173 -4.98732 2.32602 0.0 0.1 0.0
H -8.06893 -3.33387 1.66527 0.0 -0.1 0.0
H 1.12243 -1.65893 0.73781 -0.1 -0.1 0.1
H 5.14653 1.25570 -1.20451 0.1 0.0 -0.1
H 4.94491 3.61556 -1.82044 0.0 0.1 -0.1
```
Forces are in eV/Å.



The following is a quantum chemistry calculation of a structure of composition C23H25N4S3V, from OMol25.

Properties
Orbital gap (spin up / spin down) in eV: 6.7330 / 6.0256
Net charge: +3
LUMO level (spin up / spin down) in eV: -10.2612 / -10.2157
Calculated total energy in a.u.: -3248.0124
Highest occupied orbital energy (spin up / spin down) in eV: -16.994 / -16.241
Multiplicity: 2

```
56
Properties=species:S:1:pos:R:3:forces:R:3
V -0.02546 -0.60149 0.19049 -0.7 -0.3 -0.6
C -3.67459 3.18791 -0.06719 0.1 0.2 0.3
C -3.03855 2.56851 -1.06199 0.1 0.0 0.0
C -1.59827 2.25084 -0.86086 0.1 0.0 0.0
C -1.06900 2.23573 0.56165 0.0 0.0 0.0
C -1.75349 3.06273 1.50724 0.1 -0.1 -0.1
C -3.01097 3.45981 1.21180 -0.3 0.0 -0.2
N -0.02097 1.47984 0.75598 0.4 0.2 0.3
C 1.00169 1.79720 1.71948 -0.4 -0.1 -0.4
C 1.31373 3.07640 2.15119 0.1 0.1 0.0
C 2.39865 3.24292 3.00315 0.0 0.0 0.0
C 3.16809 2.15265 3.39951 0.1 0.0 0.0
C 2.87321 0.87522 2.94747 0.1 0.0 0.1
C 1.79481 0.71948 2.09692 -0.2 -0.5 -0.2
N 1.30576 -0.53432 1.61249 1.0 -0.2 1.2
N 1.80794 -1.58059 2.14162 -0.6 0.5 -0.2
C 0.97948 -2.66881 1.88848 -0.2 0.0 0.1
C 1.20232 -3.87072 2.53913 0.2 0.0 0.0
C 0.20543 -4.82721 2.51996 -0.1 -0.1 0.0
C -0.99306 -4.54777 1.86822 0.1 -0.1 0.1
C -1.12782 -3.35691 1.19361 0.3 0.3 -0.1
N -0.14609 -2.42129 1.16306 0.1 -0.5 0.4
H -4.69210 3.53122 -0.20335 0.0 0.0 0.0
H -3.49359 2.44833 -2.03719 0.0 -0.1 0.0
H -0.99471 3.03052 -1.35031 -0.1 0.2 0.1
H -1.33968 3.20024 2.49583 0.0 0.0 0.0
H -3.58937 3.96147 1.97906 0.0 0.0 0.0
H 0.74905 3.93843 1.82075 0.0 0.0 0.0
H 2.65282 4.23385 3.35446 0.0 0.0 0.0
H 4.01227 2.30374 4.05828 0.0 0.0 0.0
H 3.46439 0.01960 3.24290 0.0 0.0 0.0
H 2.12631 -4.00794 3.08470 0.0 0.0 0.0
H 0.34085 -5.76829 3.03728 0.0 0.0 0.0
H -1.81466 -5.25021 1.87733 0.0 0.0 0.0
H -2.03376 -3.13317 0.65083 0.0 0.0 0.0
C 0.66706 -2.90712 -2.25739 0.0 0.0 0.0
C 1.69536 -1.84081 -2.60229 0.0 0.0 0.0
S 1.97465 -0.65056 -1.24188 0.2 0.1 -0.1
C 1.79403 0.96150 -2.06641 0.0 0.0 0.0
C 0.43812 1.18299 -2.71765 -0.1 0.1 0.0
S -0.91764 0.70981 -1.58543 -0.2 0.3 -0.2
C -2.14280 -0.02076 -2.68852 0.0 0.0 -0.1
C -1.61078 -1.40099 -3.08346 -0.1 0.1 0.0
S -0.92448 -2.28767 -1.64617 0.0 0.0 0.0
H 1.01624 -3.56116 -1.45642 0.0 0.0 0.0
H 0.46966 -3.54485 -3.11984 0.0 0.0 0.0
H 1.43185 -1.29635 -3.50854 0.0 0.0 0.0
H 2.65441 -2.32109 -2.79505 0.0 0.0 0.0
H 2.57218 1.07448 -2.82203 0.0 0.0 0.0
H 1.99559 1.69313 -1.28337 0.0 0.0 0.0
H 0.29097 0.54884 -3.59102 0.0 0.0 0.0
H 0.27557 2.21746 -3.02530 0.0 0.0 0.0
H -2.28636 0.63891 -3.54566 -0.1 -0.1 0.0
H -3.06879 -0.07705 -2.11478 0.0 0.0 0.0
H -0.86385 -1.33538 -3.87274 0.0 0.0 0.0
H -2.44166 -1.99125 -3.46802 0.0 0.0 -0.1
```
Forces are in eV/Å.



The following is a quantum chemistry calculation of a structure of composition C23H25N5O2, from OMol25.

Properties
Orbital gap in eV: 7.8745
Net charge: 0
LUMO level in eV: -0.3373
Calculated total energy in a.u.: -1315.0298
Highest occupied orbital energy in eV: -8.212

```
55
Properties=species:S:1:pos:R:3:forces:R:3
C 5.45021 2.95430 -5.10333 -1.8 -2.7 3.5
C 4.09725 3.05523 -4.19762 5.0 1.7 -1.8
N 3.14042 2.04084 -4.41061 4.1 3.2 0.3
C 2.12670 2.21020 -3.68026 -4.5 0.6 2.5
C 1.80959 3.39021 -2.68587 7.6 -3.5 -4.4
C 2.90858 4.28765 -2.65488 -2.1 -0.3 0.5
C 4.19147 4.22188 -3.39120 -11.0 -10.5 0.7
H 4.61479 5.04310 -3.38660 5.4 7.1 -0.5
H 2.55430 5.11706 -2.06080 1.0 0.8 0.3
C 0.56583 3.28642 -2.03278 1.0 7.7 -6.1
O -0.23898 4.08324 -2.48650 -2.0 1.8 0.1
N 0.24717 2.34665 -1.35200 -0.7 -7.8 9.5
C 1.17313 1.38442 -0.68764 -1.1 -2.5 -12.4
H 1.37627 1.19959 0.21509 1.0 0.5 7.7
C 0.49011 -0.04785 -1.14662 8.3 -2.2 0.2
H 0.58744 -0.26862 -2.23144 -0.7 0.6 0.8
H 1.32207 -0.88601 -0.64229 -1.9 2.0 -1.5
C -0.67654 -0.24666 -0.43384 -7.6 -0.2 -6.8
N -1.54306 -1.58746 -0.81852 7.7 9.1 -5.0
C -1.98523 -2.46787 -0.08225 -5.5 -3.1 7.4
C -2.62868 -3.28196 -0.91694 -2.1 -7.5 -3.4
C -2.00122 -3.06153 -2.28895 -4.2 -1.4 6.2
N -1.44183 -1.96094 -2.17326 3.0 4.9 1.1
H -2.16319 -3.56122 -3.15651 -0.3 -1.3 -2.4
H -3.41715 -4.18026 -0.74962 2.3 2.2 0.1
N -2.31216 -2.33235 1.38515 15.4 6.0 -5.5
C -1.21703 -1.98187 2.42082 -8.0 -3.1 -6.1
O -0.22515 -1.94837 1.90775 10.1 1.6 -2.6
C -1.66720 -2.14973 3.65559 -5.7 2.5 8.9
C -2.90106 -1.46530 4.04563 2.0 0.3 -7.0
C -3.54455 -1.46873 5.20169 4.0 -2.3 1.8
C -2.89159 -2.04655 6.24655 7.3 -3.9 -9.4
C -1.68303 -2.92290 5.95028 -3.6 4.2 0.5
C -1.10443 -2.77509 4.74267 2.8 -3.7 -1.4
C 0.12778 -3.61464 4.37920 -2.1 -6.6 2.1
H -0.21945 -4.65979 3.57080 1.0 3.5 2.3
H 0.66609 -2.96221 3.85485 3.2 1.8 -2.2
H 0.72986 -4.24815 5.26910 -1.7 2.3 -2.3
H -1.16633 -3.46093 6.68737 0.3 -0.7 1.1
H -3.11508 -2.22928 7.10626 -3.7 -0.8 9.9
H -4.22549 -0.94630 5.63332 -5.4 3.8 0.7
H -3.21642 -0.95517 3.09100 -0.7 0.0 1.6
H -3.05304 -2.58619 1.63880 -14.1 -5.0 4.4
C -1.57416 1.01707 -0.80814 -5.1 -4.4 2.9
C -1.00277 2.29830 -0.66843 4.3 -3.7 6.4
H -0.88565 2.28348 0.69335 0.6 0.6 -3.5
H -1.51785 3.08672 -0.75810 -4.2 5.6 -1.5
H -1.82594 0.85099 -1.75028 -0.7 -0.7 -4.8
H -2.76139 0.86368 -0.41492 3.3 0.7 -0.1
H -0.55894 -0.23702 0.49550 1.0 -0.4 7.8
H 2.09360 1.31512 -1.35711 -0.9 0.6 1.4
H 1.39408 1.38888 -3.93736 0.0 1.2 1.0
H 5.17499 2.04990 -5.67037 1.3 0.3 -0.2
H 6.36854 2.95723 -4.39692 -1.5 -0.7 -1.3
H 5.55428 3.80878 -5.65881 0.0 2.0 -1.8
```
Forces are in eV/Å.